A.
{
  "formula": "C4H6OS2",
  "method": "the ωB97M-V functional and the def2-TZVPD basis",
  "orbital_gap_ev": 9.15,
  "mol_weight_g_mol": 134.2,
  "smiles": "C[C@@H]1CSSC1=O",
  "symbols": ["C", "C", "C", "S", "S", "C", "O", "H", "H", "H", "H", "H", "H"],
  "xyz": [[1.1998, -0.8088, 0.2855], [0.1540, 0.0795, -0.4315], [-0.1974, 1.2671, 0.4705], [-1.5695, 0.7232, 1.5157], [-2.5401, -0.3841, 0.0776], [-1.0805, -0.6828, -0.8517], [-1.1399, -1.2567, -1.9313], [2.0906, -0.2046, 0.4988], [1.4562, -1.6159, -0.3603], [0.8500, -1.3015, 1.1754], [0.6272, 0.4480, -1.3679], [0.6853, 1.6070, 1.0587], [-0.5358, 2.1294, -0.1394]]
}


B.
{
  "formula": "C4H6OS2",
  "method": "the ωB97M-V functional and the def2-TZVPD basis",
  "orbital_gap_ev": 7.17,
  "mol_weight_g_mol": 134.2,
  "smiles": "COC(=S)C(C)=S",
  "symbols": ["C", "O", "C", "S", "C", "C", "S", "H", "H", "H", "H", "H", "H"],
  "xyz": [[0.0563, -2.1057, 0.5504], [-1.1422, -1.4219, 0.8439], [-1.3673, -0.0889, 0.5682], [-2.9038, 0.2658, 0.2032], [-0.3153, 0.9501, 0.5823], [-0.4046, 2.2244, -0.1790], [0.9927, 0.6095, 1.5227], [0.6503, -2.2879, 1.4054], [0.7077, -1.6535, -0.2359], [-0.1209, -3.1552, 0.2775], [-0.4979, 3.1110, 0.3485], [-1.2563, 2.2262, -0.7848], [0.6430, 2.2697, -0.6904]]
}


C.
{
  "formula": "C4H6OS2",
  "method": "the ωB97M-V functional and the def2-TZVPD basis",
  "orbital_gap_ev": 8.30,
  "mol_weight_g_mol": 134.2,
  "smiles": "CSC(=S)CC=O",
  "symbols": ["C", "S", "C", "S", "C", "C", "O", "H", "H", "H", "H", "H", "H"],
  "xyz": [[2.3645, -0.8248, -0.4887], [1.0835, 0.4241, -0.7475], [-0.1105, 0.0716, 0.4229], [-0.1268, -1.2584, 1.4548], [-1.1412, 1.2197, 0.3474], [-2.3284, 0.4171, -0.1650], [-2.9198, 0.6606, -1.3023], [2.0550, -1.9024, -0.9173], [3.3314, -0.7786, -1.0090], [2.5915, -0.9826, 0.5653], [-1.5365, 1.3698, 1.4705], [-0.7024, 2.0894, -0.1524], [-2.5601, -0.5055, 0.5214]]
}


D.
{
  "formula": "C4H6OS2",
  "method": "the ωB97M-V functional and the def2-TZVPD basis",
  "orbital_gap_ev": 8.66,
  "mol_weight_g_mol": 134.2,
  "smiles": "S[C@H]1[C@@H]2OCS[C@@H]12",
  "symbols": ["S", "C", "C", "O", "C", "S", "C", "H", "H", "H", "H", "H", "H"],
  "xyz": [[1.3564, 1.5342, 1.7782], [-0.0703, 0.9584, 0.9924], [-0.2112, 0.7224, -0.6469], [-1.2679, 0.2504, -1.4612], [-1.0368, -0.9968, -1.8255], [0.0297, -1.7867, -0.4843], [-0.3798, -0.4380, 0.4892], [2.1881, 0.8333, 1.1005], [-0.8265, 1.5871, 1.3207], [0.8237, 0.9149, -1.1638], [-0.4223, -1.0237, -2.6490], [-2.0540, -1.3591, -2.2257], [-1.5550, -0.3905, 0.5492]]
}


Stability check: which of them is most stable? A.


A.
{
  "formula": "H28NO16S",
  "method": "the ωB97M-V functional and the def2-TZVPD basis",
  "orbital_gap_ev": 6.97,
  "mol_weight_g_mol": 330.3,
  "total_charge": -1,
  "symbols": ["N", "H", "H", "H", "H", "S", "O", "O", "O", "O", "O", "H", "H", "O", "H", "H", "O", "H", "H", "O", "H", "H", "O", "H", "H", "O", "H", "H", "O", "H", "H", "O", "H", "H", "O", "H", "H", "O", "H", "H", "O", "H", "H", "O", "H", "H"],
  "xyz": [[-0.5832, 0.3956, -0.2520], [0.3408, 0.3946, 0.2700], [-1.3212, 0.4686, 0.3470], [-0.6712, -0.4874, -0.9100], [-0.4832, 1.2056, -0.8800], [0.5478, -2.9114, 1.5310], [-0.4982, -3.5474, 2.2680], [0.0058, -2.4164, 0.2450], [1.0568, -1.6864, 2.1920], [1.6008, -3.8344, 1.2270], [-0.1752, -4.1174, -1.5990], [0.6668, -4.6134, -1.2830], [-0.3572, -3.4404, -0.8860], [-2.5702, -2.2124, 0.4530], [-2.6762, -2.4144, 1.4070], [-1.7212, -2.2044, 0.1020], [-0.7042, 0.0106, 3.1850], [0.0608, -0.5854, 3.0890], [-0.5462, 0.2486, 4.1170], [-0.4872, 2.5336, -3.7940], [-0.6022, 3.2546, -4.3320], [-0.0432, 3.0446, -3.1650], [-2.5242, -1.4114, -2.6680], [-2.0092, -1.6204, -3.3350], [-2.7302, -2.2404, -2.3370], [2.9838, -0.6224, 0.6400], [2.8418, -1.0554, -0.2390], [2.5758, -1.3204, 1.0810], [0.0148, 3.9006, -1.5300], [0.5428, 4.7116, -1.3350], [-0.2152, 3.7286, -0.5910], [-3.0412, 1.7146, 3.4460], [-2.8422, 2.6376, 3.7180], [-2.1382, 1.2706, 3.0000], [1.9998, 1.7336, 1.6400], [2.2908, 0.8126, 1.3510], [2.2808, 1.6526, 2.5670], [2.3038, 1.6456, -2.0960], [1.6058, 1.2506, -2.6270], [3.0328, 0.9866, -2.2390], [-0.6772, 3.1816, 0.9340], [0.1748, 2.8046, 1.2510], [-0.9732, 3.7856, 1.3390], [1.4218, -1.3294, -1.5380], [1.4018, -1.3274, -2.4120], [0.8378, -1.9734, -1.3500]]
}


B.
{
  "formula": "H28NO16S",
  "method": "the ωB97M-V functional and the def2-TZVPD basis",
  "orbital_gap_ev": 8.28,
  "mol_weight_g_mol": 330.3,
  "total_charge": -1,
  "symbols": ["N", "H", "H", "H", "H", "S", "O", "O", "O", "O", "O", "H", "H", "O", "H", "H", "O", "H", "H", "O", "H", "H", "O", "H", "H", "O", "H", "H", "O", "H", "H", "O", "H", "H", "O", "H", "H", "O", "H", "H", "O", "H", "H", "O", "H", "H"],
  "xyz": [[3.3293, 0.7042, -0.4345], [3.2375, -0.2220, -0.4939], [4.2247, 0.9218, 0.1136], [2.4824, 1.1316, -0.2111], [3.4069, 1.0930, -1.3674], [-0.2546, -0.4986, -0.1059], [1.0209, -1.1617, -0.1969], [-0.9847, -0.8627, 1.1118], [0.1125, 0.8476, -0.0824], [-1.0369, -0.7209, -1.3147], [-0.4647, -0.5239, 3.7273], [0.5115, -0.6342, 3.9954], [-0.5578, -0.4434, 2.6585], [-0.6732, 3.0368, 1.0168], [-0.3125, 2.2416, 0.7550], [-0.8860, 2.9833, 1.9925], [-0.8606, -2.3313, -3.2564], [-0.9887, -1.6893, -2.5561], [-0.2587, -1.8167, -3.7507], [-3.5478, -0.8861, -1.7199], [-4.0861, -1.0916, -2.5380], [-2.6196, -0.8504, -1.6951], [2.0396, 1.5351, 2.3420], [1.4804, 2.2673, 2.1193], [1.9052, 1.2372, 3.2780], [-0.5476, -3.4550, 1.9230], [-0.8629, -2.5200, 1.7221], [-0.1707, -3.5975, 2.7879], [1.5979, -3.1398, -1.5397], [2.4239, -3.2996, -1.3537], [1.3230, -2.3500, -1.0733], [-3.4701, -0.3202, 1.9781], [-4.1227, -0.4981, 1.4637], [-2.5708, -0.4714, 1.4584], [2.7929, -1.9379, 2.0284], [2.1117, -1.6942, 1.4366], [3.2068, -2.6527, 1.4426], [-2.2735, 3.1292, -1.1053], [-1.6388, 3.2291, -0.4944], [-2.6255, 3.8573, -1.4409], [1.1076, 2.8461, -1.5654], [0.6688, 3.1357, -2.3419], [0.6300, 2.0573, -1.0504], [-1.2398, 1.1454, -2.8731], [-1.4012, 1.8833, -2.5003], [-1.1580, 0.3862, -2.2895]]
}


Stability check: which of them is most stable? A.


A.
{
  "formula": "C3H4N2",
  "method": "the ωB97M-V functional and the def2-TZVPD basis",
  "orbital_gap_ev": 8.50,
  "mol_weight_g_mol": 68.1,
  "symbols": ["C", "C", "C", "N", "N", "H", "H", "H", "H"],
  "xyz": [[-0.6636, -0.3069, -0.7182], [0.0111, 0.9621, -0.6956], [0.1318, -1.0543, 1.3086], [-0.3964, -1.1200, 0.2333], [0.6994, 1.4635, 0.2042], [-1.4472, -0.6406, -1.3196], [-0.1452, 1.6444, -1.5526], [0.7923, 0.6372, 0.9511], [1.0178, -1.5855, 1.5888]]
}


B.
{
  "formula": "C3H4N2",
  "method": "the ωB97M-V functional and the def2-TZVPD basis",
  "orbital_gap_ev": 8.07,
  "mol_weight_g_mol": 68.1,
  "symbols": ["C", "C", "N", "C", "N", "H", "H", "H", "H"],
  "xyz": [[-0.7988, 0.4798, -0.2850], [0.4016, 0.7209, 0.6935], [1.0532, -0.6560, 0.2825], [0.2799, -1.0257, -0.7436], [-0.4358, -0.0769, -1.4501], [-1.8361, 0.3349, 0.0853], [0.1148, 0.6557, 1.7638], [1.0299, 1.6385, 0.5272], [0.1912, -2.0712, -0.8737]]
}


C.
{
  "formula": "C3H4N2",
  "method": "the ωB97M-V functional and the def2-TZVPD basis",
  "orbital_gap_ev": 11.40,
  "mol_weight_g_mol": 68.1,
  "smiles": "C=NCC#N",
  "symbols": ["C", "N", "C", "C", "N", "H", "H", "H", "H"],
  "xyz": [[1.5088, 0.6805, 0.1202], [0.3552, 0.7633, -0.2884], [-0.4399, -0.4466, -0.2266], [-1.8935, -0.1480, -0.0707], [-2.9738, 0.0993, 0.1938], [2.2793, 1.5804, 0.0312], [1.8020, -0.2439, 0.5936], [-0.2530, -1.1551, 0.7038], [-0.3852, -1.1299, -1.0569]]
}


Stability check: which of them is most stable? C.